# C42H114N6O18

A 12-piece molecular cluster, C42H114N6O18 overall at a distorted geometry (ωB97M-V/def2-TZVPD, the OMol25 dataset).

Results
Energy relative to the best compared isomer or geometry (same formula, charge and spin)   115.3 kcal/mol
SMILES   COCCNCCOC.COCCNCCOC.COCCNCCOC.COCCNCCOC.COCCNCCOC.COCCNCCOC.CO.CO.CO.CO.CO.CO
HOMO energy   -8.2 eV
HOMO-LUMO gap   8.60 eV

Positions of all 180 atoms, in Å:
1 C -1.734 -2.616 -3.339
2 O -2.851 -1.808 -3.497
3 C -3.249 -1.262 -2.184
4 C -4.392 -0.344 -2.445
5 N -3.964 0.550 -3.494
6 C -5.105 1.309 -4.002
7 C -5.443 2.586 -3.156
8 O -6.433 3.382 -3.752
9 C -6.805 4.504 -2.921
10 H -1.725 -3.173 -2.403
11 H -0.820 -2.025 -3.288
12 H -1.660 -3.294 -4.189
13 H -2.420 -0.722 -1.727
14 H -3.649 -1.982 -1.470
15 H -4.737 0.222 -1.580
16 H -5.242 -0.889 -2.855
17 H -3.626 -0.056 -4.228
18 H -5.988 0.723 -4.259
19 H -4.771 1.747 -4.943
20 H -4.537 3.141 -2.911
21 H -5.796 2.080 -2.258
22 H -6.912 4.213 -1.876
23 H -7.787 4.836 -3.258
24 H -6.118 5.349 -2.981
25 C 2.964 -8.756 -1.189
26 O 2.546 -7.525 -0.645
27 C 2.300 -6.633 -1.783
28 C 2.133 -5.199 -1.295
29 N 0.973 -5.155 -0.408
30 C 0.446 -3.760 -0.150
31 C -0.907 -3.744 0.646
32 O -1.191 -4.879 1.461
33 C -2.417 -4.858 2.243
34 H 2.230 -9.092 -1.921
35 H 2.991 -9.565 -0.459
36 H 3.914 -8.568 -1.688
37 H 1.465 -6.921 -2.421
38 H 3.145 -6.455 -2.449
39 H 1.965 -4.628 -2.208
40 H 3.061 -4.814 -0.873
41 H 1.245 -5.609 0.453
42 H 0.188 -3.282 -1.095
43 H 1.211 -3.207 0.394
44 H -1.643 -3.681 -0.156
45 H -1.080 -2.840 1.230
46 H -2.250 -3.938 2.804
47 H -2.645 -5.746 2.832
48 H -3.280 -4.781 1.582
49 C -4.321 -1.767 1.446
50 O -4.471 -0.435 0.856
51 C -4.380 0.602 1.841
52 C -2.936 0.715 2.409
53 N -1.785 0.839 1.483
54 C -1.882 2.103 0.788
55 C -0.599 2.389 0.013
56 O -0.404 1.549 -1.118
57 C -1.174 1.814 -2.325
58 H -3.257 -1.980 1.550
59 H -4.709 -2.576 0.827
60 H -4.787 -1.854 2.428
61 H -5.028 0.465 2.707
62 H -4.558 1.600 1.441
63 H -2.729 -0.221 2.929
64 H -2.867 1.514 3.148
65 H -1.633 0.113 0.798
66 H -2.103 2.912 1.484
67 H -2.712 2.231 0.093
68 H 0.313 2.327 0.606
69 H -0.822 3.387 -0.364
70 H -0.988 1.021 -3.049
71 H -0.936 2.787 -2.755
72 H -2.199 1.660 -1.988
73 C -6.075 5.551 6.078
74 O -5.635 4.281 5.444
75 C -4.442 4.385 4.610
76 C -3.232 4.973 5.365
77 N -2.173 5.386 4.447
78 C -1.359 4.316 4.012
79 C -0.204 4.809 3.036
80 O 0.892 5.449 3.685
81 C 1.723 4.541 4.337
82 H -5.335 5.895 6.801
83 H -6.914 5.236 6.698
84 H -6.284 6.340 5.356
85 H -4.629 5.171 3.879
86 H -4.292 3.508 3.981
87 H -3.024 4.386 6.260
88 H -3.488 5.932 5.815
89 H -1.529 5.950 4.984
90 H -2.069 3.675 3.489
91 H -0.855 3.817 4.840
92 H -0.583 5.621 2.415
93 H 0.127 4.045 2.332
94 H 2.365 4.044 3.610
95 H 1.244 3.687 4.815
96 H 2.285 4.990 5.156
97 C -1.619 0.708 -13.241
98 O -1.078 0.181 -12.038
99 C -1.781 0.568 -10.836
100 C -0.901 0.402 -9.556
101 N -0.771 -0.942 -9.169
102 C 0.165 -1.114 -7.968
103 C -0.301 -0.381 -6.701
104 O 0.015 1.030 -6.916
105 C -0.216 1.878 -5.761
106 H -0.908 0.734 -14.067
107 H -2.061 1.701 -13.159
108 H -2.383 0.040 -13.640
109 H -2.750 0.071 -10.783
110 H -1.750 1.641 -11.020
111 H -1.208 1.080 -8.759
112 H 0.123 0.704 -9.775
113 H -0.278 -1.424 -9.908
114 H 1.145 -0.690 -8.185
115 H 0.321 -2.184 -7.835
116 H 0.226 -0.900 -5.900
117 H -1.330 -0.607 -6.423
118 H 0.364 2.800 -5.811
119 H 0.163 1.359 -4.881
120 H -1.269 2.060 -5.548
121 C 3.584 0.834 9.889
122 O 4.483 0.985 8.788
123 C 5.312 -0.060 8.414
124 C 6.585 0.424 7.681
125 N 6.385 0.873 6.263
126 C 5.666 2.093 6.042
127 C 5.862 2.634 4.613
128 O 5.349 1.617 3.665
129 C 5.219 2.033 2.285
130 H 4.102 0.284 10.674
131 H 2.777 0.197 9.526
132 H 3.248 1.771 10.334
133 H 4.754 -0.871 7.946
134 H 5.700 -0.369 9.385
135 H 7.215 -0.461 7.603
136 H 7.115 1.168 8.275
137 H 6.812 0.478 5.437
138 H 6.119 2.780 6.757
139 H 4.611 2.161 6.306
140 H 6.908 2.797 4.351
141 H 5.496 3.652 4.481
142 H 4.216 2.360 2.012
143 H 5.366 1.139 1.679
144 H 5.964 2.799 2.073
145 C 2.202 -0.601 -0.057
146 O 1.398 -0.834 -1.162
147 H 1.683 -0.326 0.861
148 H 2.597 -1.567 0.257
149 H 2.930 0.189 -0.243
150 H 0.901 -0.027 -1.318
151 C 3.674 -5.000 2.292
152 O 4.306 -3.910 1.616
153 H 2.623 -4.715 2.242
154 H 3.776 -5.953 1.773
155 H 3.905 -5.005 3.357
156 H 4.734 -3.266 2.185
157 C 4.451 -1.597 4.979
158 O 4.712 -1.630 3.569
159 H 5.310 -1.836 5.606
160 H 4.027 -0.693 5.416
161 H 3.765 -2.403 5.236
162 H 4.889 -0.708 3.371
163 C -0.186 -1.333 3.938
164 O -0.258 0.012 4.057
165 H -1.136 -1.768 3.628
166 H 0.507 -1.539 3.122
167 H 0.254 -1.852 4.789
168 H -0.529 0.292 3.180
169 C 3.107 1.466 -3.200
170 O 3.889 0.240 -3.134
171 H 3.819 2.281 -3.332
172 H 2.581 1.595 -4.146
173 H 2.411 1.528 -2.364
174 H 3.595 -0.421 -2.503
175 C 1.859 -3.155 -4.888
176 O 2.752 -4.049 -4.328
177 H 1.954 -3.243 -5.970
178 H 0.819 -3.238 -4.575
179 H 2.108 -2.134 -4.597
180 H 2.660 -4.855 -4.841

Atomic partial charges in e from the Löwdin method, atoms 1 to 5: number 1, C, carries -0.1307; number 2, O, carries -0.1793; number 3, C, carries -0.1748; number 4, C, carries -0.2249; number 5, N, carries -0.0655